1.
{"formula": "C4H8O2", "method": "the ωB97M-V functional and the def2-TZVPD basis", "symbols": ["C", "O", "C", "C", "C", "O", "H", "H", "H", "H", "H", "H", "H", "H"], "coordinates": [[-0.357122, -2.097459, -0.598317], [0.544211, -1.130676, -1.062147], [0.617884, -0.013493, -0.289343], [-0.418761, 2.130906, 0.019806], [0.633566, 0.055264, 1.085005], [0.308356, 1.177569, 1.614345], [-0.375354, -2.896654, -1.336385], [-0.025870, -2.499945, 0.358750], [-1.363264, -1.688237, -0.471823], [1.209584, 0.753859, -0.764576], [-0.158324, 2.248869, -1.038600], [-1.419304, 1.728591, 0.140853], [-0.164452, 2.998951, 0.614685], [0.968849, -0.767546, 1.727747]], "forces_ev_per_a": [[-0.1777, -0.4079, 0.1046], [0.3324, -0.0117, -0.2749], [0.2757, -0.0700, -0.0372], [-0.0381, 0.1599, 0.1366], [-0.1509, 0.1798, 0.0494], [0.0598, -0.0355, -0.5842], [-0.0212, -0.0138, 0.0391], [-0.0469, -0.1955, 0.0806], [-0.0036, 0.0937, -0.0299], [-0.1660, 0.2043, -0.1162], [0.1302, -0.1356, 0.5023], [0.2104, 0.0782, 0.1883], [-0.1690, -0.0372, -0.0586], [-0.2349, 0.1913, 0.0002]], "lowdin_charge": [-0.10, -0.13, -0.22, 0.11, -0.25, -0.08, 0.09, 0.08, 0.10, 0.12, 0.04, 0.06, 0.04, 0.14], "spin_multiplicity": 1, "orbital_gap_ha": 0.274, "homo_ev": -7.434, "charge": 0, "e_above_lowest_ev": 5.8226, "e_lumo_ev": 0.02}

***

2.
{"formula": "C4H8O2", "method": "the ωB97M-V functional and the def2-TZVPD basis", "symbols": ["C", "C", "C", "O", "C", "O", "H", "H", "H", "H", "H", "H", "H", "H"], "coordinates": [[0.783967, 0.644371, 1.050695], [0.044925, 0.888311, -0.235657], [0.532280, -0.230988, -1.134425], [0.124300, -1.366117, -0.333331], [-1.270730, -1.019424, 0.134407], [-1.441008, 0.303325, -0.196454], [0.565562, 1.359293, 1.869704], [0.578549, -0.557078, 0.911855], [1.866861, 0.521006, 0.953896], [-0.186540, 1.881248, -0.615462], [-0.006886, -0.249243, -2.077449], [1.617018, -0.281037, -1.288859], [-1.949222, -1.723035, -0.371230], [-1.277063, -1.184172, 1.226624]], "forces_ev_per_a": [[-0.3756, -1.4605, 0.0638], [-1.5748, -0.8124, -0.4632], [-0.2279, -0.2196, -0.2721], [-1.2657, -0.5628, -1.1173], [1.3250, -0.6414, -0.2569], [1.4331, 0.8543, 0.5286], [-0.2146, -1.1203, -0.2226], [0.4669, 2.6590, 2.7142], [0.0561, 0.9006, -0.4945], [0.5181, -0.0961, -0.1202], [0.1483, 0.0644, -0.2121], [-0.3190, -0.0556, 0.1714], [-0.0362, 0.5787, 0.0445], [0.0663, -0.0883, -0.3636]], "lowdin_charge": [-0.07, -0.23, -0.16, -0.18, -0.21, -0.10, 0.09, 0.11, 0.08, 0.14, 0.13, 0.14, 0.13, 0.13], "spin_multiplicity": 1, "orbital_gap_ha": 0.387, "homo_ev": -9.491, "charge": 0, "e_above_lowest_ev": 3.4404, "smiles": "C[C@H]1COCO1", "e_lumo_ev": 1.03}

***

Number 2 is which compound?
C4H8O2

***

Which formula does entry 2 have?
C4H8O2